#a
Formula: C4H11N2OS
Source: the OMol25 dataset
Level of theory: the ωB97M-V functional and the def2-TZVPD basis

As for the total charge: +1. The molar mass is 135.212 g mol⁻¹.

Element x y z (Å)
O: -0.18399 1.82518 1.38642
C: -0.41493 1.11051 0.42913
N: 0.29194 1.02896 -0.70480
C: 0.12255 0.05132 -1.77736
C: 0.87290 -1.27475 -1.66970
S: 1.72410 -1.45633 -0.06123
C: -1.59522 0.14336 0.57108
N: -2.33136 0.45338 1.79101
H: 1.07684 1.66085 -0.74730
H: -0.94561 0.03121 -2.03424
H: 0.52185 0.60449 -2.63803
H: 0.16650 -2.12398 -1.76474
H: 1.40165 -1.54108 -2.58422
H: 2.68232 -2.38501 -0.43542
H: -1.25066 -0.90378 0.64090
H: -2.20645 0.19879 -0.32530
H: -3.00114 -0.24771 2.10212
H: -1.73107 0.70833 2.58913
H: -2.90704 1.27421 1.59781

Charges obtained by Mulliken population analysis, quoted in units of e: number 1, O, carries -0.645; number 2, C, carries 0.720; number 3, N, carries -0.124; number 4, C, carries -0.644; number 5, C, carries -0.635; number 6, S, carries -0.249; number 7, C, carries -0.885; number 8, N, carries -0.246; number 9, H, carries 0.229; number 10, H, carries 0.314; number 11, H, carries 0.358; number 12, H, carries 0.341; number 13, H, carries 0.468; number 14, H, carries 0.183; number 15, H, carries 0.339; number 16, H, carries 0.400; number 17, H, carries 0.360; number 18, H, carries 0.349; number 19, H, carries 0.366

=====

#b
Formula: C4H11N2OS
Source: the OMol25 dataset
Level of theory: the ωB97M-V functional and the def2-TZVPD basis

As for the total charge: +1. The molar mass is 135.212 g mol⁻¹.

Element x y z (Å)
C: -1.79441 -0.20024 0.23742
C: 2.02308 0.87594 -0.29554
C: -0.39578 0.31709 -0.42412
C: 0.91994 0.12195 0.50377
N: -2.26813 0.53079 1.22673
N: -0.27770 -0.67986 -1.46843
O: -2.24372 -1.27866 -0.12903
S: 1.33119 -1.69951 0.69560
H: 2.04394 0.43451 -1.40882
H: 2.99222 0.70879 0.21837
H: 1.86361 2.00436 -0.26165
H: -0.52291 1.31386 -0.83221
H: 0.79326 0.69697 1.38940
H: -1.70191 1.29361 1.55474
H: -3.14543 0.31359 1.71655
H: 0.58183 -1.18168 -1.19413
H: -0.03638 -0.32201 -2.30429
H: -1.03851 -1.44403 -1.17659
H: 0.87580 -1.80547 1.95222

Charges obtained by Mulliken population analysis, quoted in units of e: number 1, C, carries 0.438; number 2, C, carries -1.009; number 3, C, carries -0.348; number 4, C, carries -0.350; number 5, N, carries -0.305; number 6, N, carries -0.191; number 7, O, carries -0.603; number 8, S, carries -0.194; number 9, H, carries 0.258; number 10, H, carries 0.364; number 11, H, carries 0.336; number 12, H, carries 0.499; number 13, H, carries 0.497; number 14, H, carries 0.211; number 15, H, carries 0.286; number 16, H, carries 0.144; number 17, H, carries 0.315; number 18, H, carries 0.444; number 19, H, carries 0.206

=====

It comes down to #a, which is 30.7 kJ/mol more stable than the next structure.

=====

#a
Formula: CH4N4S
Source: the OMol25 dataset
Level of theory: the ωB97M-V functional and the def2-TZVPD basis

As for the total charge: 0. The molar mass is 104.138 g mol⁻¹.

Element x y z (Å)
C: 0.19072 1.06581 0.08766
N: -1.02866 -2.52930 -1.01065
N: -0.67987 -1.38517 -0.81258
N: -0.59778 -4.75118 -0.30492
N: -0.52301 -3.60284 -0.12444
S: 0.20501 -0.73010 0.42007
H: -0.75311 1.54037 0.17438
H: 0.77166 1.20487 -0.83421
H: 0.67383 1.56952 0.85405
H: 0.06333 -3.02651 0.77298

Charges obtained by Mulliken population analysis, quoted in units of e: number 1, C, carries -0.871; number 2, N, carries -0.350; number 3, N, carries 0.080; number 4, N, carries -0.545; number 5, N, carries 0.505; number 6, S, carries 0.038; number 7, H, carries 0.324; number 8, H, carries 0.276; number 9, H, carries 0.380; number 10, H, carries 0.163

=====

#b
Formula: CH4N4S
Source: the OMol25 dataset
Level of theory: the ωB97M-V functional and the def2-TZVPD basis

As for the total charge: 0. The molar mass is 104.138 g mol⁻¹.

Element x y z (Å)
C: 0.58157 1.03143 -0.62189
N: 0.49553 -0.94283 -1.88735
N: 1.16103 -0.30597 -2.67554
N: 0.03644 -0.27619 -0.77249
N: -0.36491 -0.90128 0.37336
S: 1.47202 1.30567 -2.25046
H: -0.18487 1.69760 -0.26614
H: 1.35334 1.04731 0.19957
H: 0.52699 -1.13022 0.92048
H: -0.91651 -1.73844 0.26317

Charges obtained by Mulliken population analysis, quoted in units of e: number 1, C, carries -0.439; number 2, N, carries -0.309; number 3, N, carries -0.149; number 4, N, carries 0.455; number 5, N, carries -0.633; number 6, S, carries -0.026; number 7, H, carries 0.334; number 8, H, carries 0.263; number 9, H, carries 0.238; number 10, H, carries 0.265

=====

It comes down to #b, which is 193.6 kJ/mol more stable than the next structure.

=====

#a
Formula: C3H9NP2
Source: the OMol25 dataset
Level of theory: the ωB97M-V functional and the def2-TZVPD basis

As for the total charge: 0. The molar mass is 121.060 g mol⁻¹.

Element x y z (Å)
C: 0.57367 0.54705 -2.00969
C: 1.38506 -0.25447 1.99792
C: -0.91254 0.70316 0.52786
N: -0.39579 -1.80561 0.02805
P: -0.86634 0.31241 -1.19846
P: -0.15377 -0.76198 1.29845
H: 1.35595 -0.00578 -1.46128
H: 0.68699 1.02354 -2.93225
H: 1.92811 0.29198 1.14950
H: 1.26968 0.63811 2.60591
H: -0.67262 1.75593 0.63254
H: -1.20933 1.56994 -1.53678
H: 0.09494 -2.78550 0.12249
H: -2.08509 -0.38413 -1.64268
H: -0.99893 -0.84466 2.41842

Charges obtained by Mulliken population analysis, quoted in units of e: number 1, C, carries -0.570; number 2, C, carries -0.658; number 3, C, carries -0.580; number 4, N, carries -0.715; number 5, P, carries 0.115; number 6, P, carries 0.475; number 7, H, carries 0.256; number 8, H, carries 0.379; number 9, H, carries 0.209; number 10, H, carries 0.346; number 11, H, carries 0.359; number 12, H, carries 0.039; number 13, H, carries 0.203; number 14, H, carries 0.105; number 15, H, carries 0.036

=====

#b
Formula: C3H9NP2
Source: the OMol25 dataset
Level of theory: the ωB97M-V functional and the def2-TZVPD basis

As for the total charge: 0. The molar mass is 121.060 g mol⁻¹.

Element x y z (Å)
C: 2.29803 -0.36974 -0.90072
C: -2.15444 -0.61486 -0.84360
C: -0.05131 -0.44614 1.37976
N: 0.04904 1.36114 -0.32573
P: 1.40727 0.46810 0.28412
P: -1.27130 0.29854 0.26036
H: 3.27524 -0.59945 -0.59086
H: 1.78498 -0.77305 -1.75773
H: -2.94973 -0.07191 -1.44424
H: -2.38026 -1.58833 -0.63807
H: -0.24280 -1.49213 1.31635
H: -0.27044 -0.15060 2.49123
H: 0.09461 1.58182 -1.43359
H: 2.30097 1.03701 1.28082
H: -1.88986 1.35957 0.92190

Charges obtained by Mulliken population analysis, quoted in units of e: number 1, C, carries -0.793; number 2, C, carries -0.879; number 3, C, carries -0.698; number 4, N, carries -0.590; number 5, P, carries 0.306; number 6, P, carries 0.428; number 7, H, carries 0.284; number 8, H, carries 0.286; number 9, H, carries 0.201; number 10, H, carries 0.308; number 11, H, carries 0.348; number 12, H, carries 0.314; number 13, H, carries 0.362; number 14, H, carries 0.099; number 15, H, carries 0.023

=====

It comes down to #b, which is 366.4 kJ/mol more stable than the next structure.